14
Properties=species:S:1:pos:R:3:forces:R:3 method="wB97M-V/def2-TZVPD" fmax_ha_per_bohr=0.018 lumo_ev=0.6 de_lowest_ev=2.926 homo_lumo_gap_ha=0.3409 energy_ev=-29663.6330
C 4.7372 -1.9766 -0.2203 0.4 0.8 0.0
C 5.1468 -0.8572 -0.0884 -0.4 -0.4 0.1
Cl 5.5981 0.6956 0.1519 0.1 0.2 0.0
H 4.4316 -2.9707 -0.3501 -0.2 -0.6 -0.1
C -1.7096 0.8093 0.5076 0.0 -0.1 0.0
C -0.6873 0.7024 -0.6051 0.5 0.3 0.3
S 0.7238 1.8229 -0.3256 -0.1 -0.2 -0.3
O 1.5822 0.9782 0.8174 -0.2 0.1 0.4
H -1.2326 0.6121 1.4651 0.0 0.0 0.1
H -2.1308 1.8116 0.5349 -0.1 0.0 0.0
H -2.5148 0.0917 0.3600 -0.1 -0.1 0.0
H -1.0971 1.0090 -1.5670 0.0 -0.1 -0.1
H -0.2832 -0.3072 -0.6906 0.0 0.0 -0.1
H 2.2727 0.4635 0.3923 0.1 -0.1 -0.2